1.
Here is an isolated molecule of CH4O2P2 from the Open Molecules 2025 dataset. Energies are from the ωB97M-V functional and the def2-TZVPD basis.

The geometry in XYZ format:
```
9
Properties=species:S:1:pos:R:3:forces:R:3:lowdin_charge:R:1
C 0.194 0.163 -0.436 -0.38 0.03 -0.01 -0.352
P -1.362 0.798 0.352 0.11 -1.77 1.05 0.793
O -0.638 1.991 1.255 0.48 0.85 0.47 -0.793
P -0.691 3.309 2.206 0.57 -0.95 -1.02 0.760
O -1.923 3.348 2.963 -0.92 0.18 0.67 -0.456
H 0.273 0.525 -1.458 0.05 0.08 -0.02 0.018
H 1.048 0.506 0.144 0.06 -0.08 0.02 0.027
H 0.177 -0.926 -0.455 0.01 0.01 -0.02 0.024
H -1.402 -0.348 1.397 0.02 1.63 -1.13 -0.023
```
Forces are in eV/Å.

E_HOMO, eV: -9.55
M, g/mol: 110.0
E_tot, hartree: -873.7210
Energy relative to the best compared isomer or geometry (same formula, charge and spin), kJ/mol: 0.0
SMILES: CPOP=O
Charge: 0
Max |F|, eV/A: 2.06

---

2.
Here is a cluster of 2 separate species, CH4O2S in total from the Open Molecules 2025 dataset. Energies are from the ωB97M-V functional and the def2-TZVPD basis.

The geometry in XYZ format:
```
8
Properties=species:S:1:pos:R:3:forces:R:3:lowdin_charge:R:1
O 1.910 2.603 -1.199 -0.97 0.41 -0.09 0.102
C 1.982 1.654 -1.900 2.08 -1.26 0.13 -0.357
O 2.882 0.626 -1.635 -1.11 -0.12 -0.04 0.020
H 1.540 1.369 -2.855 -0.57 0.78 -0.24 0.134
H 2.767 0.407 -0.702 0.57 0.19 0.23 0.100
S -3.751 -2.151 2.168 -0.23 0.20 -0.37 0.466
H -4.427 -1.658 3.213 0.09 -0.07 0.07 -0.227
H -2.904 -2.851 2.910 0.15 -0.13 0.30 -0.240
```
Forces are in eV/Å.

E_HOMO, eV: -9.88
M, g/mol: 80.1
E_tot, hartree: -589.1487
Energy relative to the best compared isomer or geometry (same formula, charge and spin), kJ/mol: 50.3
SMILES: O=CO.S
Charge: 0
Max |F|, eV/A: 2.44